#i
{
  "formula": "C3H2N2S2",
  "method": "ωB97M-V/def2-TZVPD",
  "multiplicity": 1,
  "lumo_ev": -0.75,
  "mol_weight_g_mol": 130.20,
  "charge": 0,
  "elements": ["H", "C", "S", "C", "N", "N", "S", "H", "C"],
  "coordinates": [[-0.82225, -1.45025, 1.33555], [-0.04210, -0.93287, -0.55898], [0.91566, 1.07366, -2.24363], [-0.95248, -0.71537, 0.51981], [1.35410, 1.56683, 1.57730], [0.86146, 2.00201, 0.71182], [-1.76817, 0.61276, 0.84889], [0.15936, -2.09536, -0.76845], [0.29441, -0.06141, -1.42231]]
}



#ii
{
  "formula": "C3H2N2S2",
  "method": "ωB97M-V/def2-TZVPD",
  "multiplicity": 1,
  "lumo_ev": -3.88,
  "mol_weight_g_mol": 130.20,
  "charge": 0,
  "elements": ["C", "C", "S", "H", "H", "N", "S", "C", "N"],
  "coordinates": [[-0.89662, 1.73903, -0.42965], [-0.89885, 0.40095, 0.03268], [0.53256, -0.61317, -0.24762], [2.90826, -2.47759, -0.06862], [0.93454, 0.12254, -1.21253], [-0.89012, 2.82488, -0.83508], [3.15628, -1.29242, 0.68331], [-1.98007, -0.12147, 0.76345], [-2.86597, -0.58274, 1.31406]]
}



If we sort the structures by their calculated energies, the order from most to least stable is #i, #ii.



#i
{
  "formula": "C2H8OS2",
  "method": "ωB97M-V/def2-TZVPD",
  "multiplicity": 2,
  "lumo_ev": [-9.63, -9.37],
  "mol_weight_g_mol": 112.22,
  "charge": 1,
  "elements": ["H", "H", "H", "C", "S", "H", "S", "H", "H", "H", "H", "O", "C"],
  "coordinates": [[-1.40708, 0.60891, 1.14309], [1.78848, -0.38628, -0.15236], [-1.92940, -1.62736, -1.19356], [-0.45306, 0.92215, 1.60099], [0.60740, -0.47116, 1.82388], [1.24894, 0.32895, -1.35571], [-1.17372, 0.55366, -1.52782], [-0.27362, -1.57139, -1.86488], [0.03686, 1.69325, 0.98900], [-0.71669, 1.33640, 2.56586], [-0.50803, -1.22707, -0.15091], [1.97704, -0.23633, -1.07364], [-0.96616, -1.12682, -1.14553]]
}



#ii
{
  "formula": "C2H8OS2",
  "method": "ωB97M-V/def2-TZVPD",
  "multiplicity": 2,
  "lumo_ev": [-4.21, -7.68],
  "mol_weight_g_mol": 112.22,
  "charge": 1,
  "elements": ["H", "H", "H", "C", "H", "H", "O", "H", "H", "H", "S", "S", "C"],
  "coordinates": [[-0.50783, 0.72750, 2.60228], [1.51251, 1.75750, -1.04932], [-0.16799, 2.20134, -1.51587], [-0.61677, -1.41445, -0.28802], [-1.01682, -2.40020, -0.05233], [-1.37807, -0.65541, -0.32537], [-0.07482, -0.08473, 2.89231], [0.08183, 0.89682, -0.34594], [0.83483, 0.18744, 3.06336], [0.00325, -1.21971, 0.60502], [0.51763, 0.21393, -2.57875], [0.30429, -1.61656, -1.79549], [0.50797, 1.40654, -1.21189]]
}



If we sort the structures by their calculated energies, the order from most to least stable is #ii, #i.



#i
{
  "formula": "C20H27N3OS",
  "method": "ωB97M-V/def2-TZVPD",
  "multiplicity": 1,
  "lumo_ev": 0.61,
  "mol_weight_g_mol": 357.52,
  "charge": 0,
  "elements": ["H", "H", "C", "C", "H", "C", "H", "C", "H", "H", "N", "C", "H", "H", "H", "C", "H", "C", "C", "C", "C", "H", "N", "C", "H", "H", "S", "C", "H", "H", "H", "H", "H", "H", "H", "H", "C", "C", "N", "H", "H", "C", "C", "H", "H", "H", "C", "H", "C", "O", "C", "C"],
  "coordinates": [[0.61417, -3.79411, -1.15285], [0.45133, -2.43920, 2.04826], [3.61968, 0.65466, 0.21191], [1.20401, -0.13784, 0.60350], [-1.20526, -3.79747, -0.88637], [4.27661, -0.52942, 0.58737], [5.54875, 2.33900, -1.49302], [-0.25719, -3.22868, -1.39342], [3.03928, 3.35726, 0.27359], [-0.76235, -3.54723, 1.75949], [2.21415, 0.57636, 0.71354], [0.66165, 1.15091, 2.09430], [-0.57012, -2.65402, -2.11210], [-3.16178, 0.68435, 1.74174], [0.99149, -1.06657, -1.43436], [-4.65991, 1.70933, -0.57948], [-4.18978, 1.57625, -1.66246], [-1.33549, -0.31483, 1.19290], [-0.00872, -2.05766, -0.02768], [-3.59982, 2.30396, 0.38370], [1.17342, -1.30696, -0.38384], [2.04088, -1.98337, -0.39412], [1.81705, 1.49935, 1.85901], [-6.42992, -0.16158, -1.03680], [1.01379, -3.90038, 1.05244], [3.90133, -1.41627, 0.94691], [-5.23282, 0.09311, -0.00960], [-2.28584, 1.56808, 0.08823], [3.61607, 3.69543, -1.39733], [-5.42400, 2.52344, -0.79638], [-1.28305, -0.86211, -0.80527], [6.19389, -1.40480, 0.00982], [0.08738, 1.88869, 2.83166], [2.14855, 2.36286, -1.05403], [-7.04945, 0.73099, -1.24030], [-3.84090, 2.68262, 1.13155], [3.11500, 3.00691, -0.91323], [5.52214, -0.64522, -0.18208], [-2.22452, 0.56608, 1.17225], [-2.10330, -2.13950, 0.27522], [-5.91984, -0.36421, -2.09510], [5.24602, 1.66168, -0.96484], [0.14406, 0.03447, 1.21472], [-3.37291, 3.45853, -0.17526], [-6.81603, -1.08150, -0.79447], [-1.29294, -1.08306, 2.27692], [5.92221, 0.51986, -0.68255], [7.06037, 0.34340, -1.20602], [3.91634, 1.68196, -0.29923], [-1.43408, 1.71116, -0.70403], [-1.41228, -1.33177, 0.04006], [0.33267, -3.13295, 1.36714]]
}



#ii
{
  "formula": "C20H27N3OS",
  "method": "ωB97M-V/def2-TZVPD",
  "multiplicity": 1,
  "lumo_ev": 0.47,
  "mol_weight_g_mol": 357.52,
  "charge": 0,
  "elements": ["C", "H", "C", "H", "H", "H", "C", "H", "H", "H", "C", "C", "H", "C", "N", "C", "H", "C", "H", "H", "S", "O", "H", "N", "C", "H", "C", "C", "H", "C", "C", "H", "H", "H", "C", "C", "C", "C", "H", "C", "H", "C", "H", "H", "N", "H", "C", "H", "H", "H", "H", "H"],
  "coordinates": [[-1.62126, -1.14150, 3.56715], [-1.09316, 1.58992, 0.38772], [0.91195, -0.79868, 1.53405], [3.82530, 0.09880, -4.75739], [-2.07469, 1.28488, 2.65816], [-0.38693, 1.80928, 2.75141], [-2.22245, -3.09954, 4.86187], [1.80990, 3.77015, -0.78684], [0.93687, 2.92474, 0.49511], [3.39385, 3.11431, -4.41553], [-0.40491, -1.23984, -2.01469], [-1.47286, -1.26596, -2.94060], [1.32068, 0.33124, 3.32204], [1.82734, 1.63291, -0.95999], [2.16553, 1.65240, -2.36851], [1.14790, 2.93488, -0.56907], [-1.87970, -2.17041, -3.35598], [-1.92257, -0.02640, -3.24953], [-4.81768, -2.10285, 2.96399], [2.25857, 0.92157, -4.87875], [-1.05323, 1.19584, -2.40854], [3.74242, 0.05236, -2.22053], [-1.49287, -0.12631, 0.65601], [-0.69080, -0.15134, 3.27723], [-0.04942, 0.01455, -1.62256], [-2.70977, 0.25916, -3.91829], [-3.82987, -2.11930, 3.40260], [-1.30426, -2.13552, 4.50220], [1.75564, -0.47040, -0.71249], [-1.04661, 0.98464, 2.45879], [-3.49464, -3.10377, 4.31378], [-1.94404, -3.85137, 5.58649], [0.21912, 3.07742, -1.11639], [-0.33235, -2.14117, 4.97176], [3.24174, 0.94898, -4.40368], [0.68800, -0.51119, 3.02486], [3.96155, 2.25029, -4.75431], [3.08342, 0.81358, -2.89845], [4.93951, 2.27474, -4.27989], [-2.91248, -1.15453, 3.03004], [0.30075, -1.67369, 1.24526], [-0.83380, 0.70379, 0.96703], [1.96458, -1.03435, 1.36815], [1.55905, 2.17860, -2.97715], [0.56667, 0.37937, 0.76202], [-4.21218, -3.85881, 4.59649], [1.02288, 0.34189, -0.62788], [2.77019, 1.54650, -0.40743], [0.09018, -2.12579, -1.65789], [-3.21539, -0.41565, 2.30456], [0.97176, -1.38662, 3.60483], [4.09800, 2.32685, -5.83064]]
}



If we sort the structures by their calculated energies, the order from most to least stable is #ii, #i.



#i
{
  "formula": "C9H11N2S",
  "method": "ωB97M-V/def2-TZVPD",
  "multiplicity": 1,
  "lumo_ev": [-5.50, -5.50],
  "mol_weight_g_mol": 179.27,
  "charge": 1,
  "elements": ["C", "H", "H", "C", "H", "H", "C", "H", "S", "N", "H", "H", "H", "C", "H", "H", "C", "C", "C", "N", "C", "H", "C"],
  "coordinates": [[1.44211, -0.59566, 0.10879], [-3.28796, 2.24689, 0.28660], [-1.91898, -3.01716, -1.05335], [2.10775, -1.84684, 0.18919], [-1.69913, 2.89159, -0.32789], [0.54017, 3.33475, -0.99026], [0.87683, 1.50167, 0.10815], [-1.18680, -3.45929, 0.57075], [-2.52387, -0.57804, -0.01011], [-2.35007, 2.17475, 0.06351], [2.11353, -2.15823, 1.16922], [2.08586, 3.10326, -0.17509], [1.39586, -2.45854, -0.35517], [-0.32392, 0.77344, 0.18652], [3.19457, -1.78242, -0.04522], [-0.11677, -3.16537, -0.73597], [-1.05299, -1.45242, 0.05027], [-0.02107, -0.62980, 0.15831], [-1.74293, 0.96268, 0.15727], [1.94030, 0.66335, 0.02365], [1.02282, 2.91618, 0.00118], [0.59584, 3.43382, 0.92114], [-1.09115, -2.85860, -0.30148]]
}



#ii
{
  "formula": "C9H11N2S",
  "method": "ωB97M-V/def2-TZVPD",
  "multiplicity": 1,
  "lumo_ev": -4.36,
  "mol_weight_g_mol": 179.27,
  "charge": 1,
  "elements": ["C", "C", "C", "H", "C", "H", "H", "H", "C", "C", "H", "H", "H", "C", "N", "H", "N", "H", "H", "C", "C", "S", "H"],
  "coordinates": [[-1.03772, -2.02620, -0.18679], [0.71665, 1.22583, 0.10301], [-0.29965, 0.30536, -0.04471], [1.49116, -0.93463, -1.49176], [1.36947, -1.54173, -0.58555], [-0.81486, -3.05100, -0.39811], [-0.19848, 2.72120, -1.02386], [-3.59007, 0.00760, 0.46002], [-2.33000, -1.71399, 0.00200], [-2.64617, -0.25806, 0.10764], [-1.99108, 1.65778, -0.05839], [-3.29533, -2.22559, -0.23203], [0.24525, -1.27339, 1.19107], [2.83300, 0.38134, 0.74272], [0.28755, 2.74377, -0.20183], [3.76921, 0.77680, 1.13103], [1.97549, 1.27094, 0.47587], [1.66510, -2.53830, -0.85922], [-0.45855, 2.90081, 0.38451], [-1.66952, 0.66907, 0.07630], [0.08019, -1.15372, 0.19847], [2.90545, -1.28774, 0.28950], [0.99290, 3.34388, -0.07990]]
}



If we sort the structures by their calculated energies, the order from most to least stable is #i, #ii.